Here is a molecular structure, C14H35BCl12IInN2O2PS at a distorted geometry from the OMol25 dataset. Energies are from ωB97M-V/def2-TZVPD.

Positions of all 70 atoms, in Å:
1 C -0.3492 3.7973 -3.0790
2 H 2.4246 -5.4248 -1.6541
3 H -1.0175 -2.8588 -1.0778
4 H -3.5911 7.6599 3.7295
5 I -0.3953 -1.6939 3.0311
6 C -0.0176 2.4664 -3.7344
7 C 5.8755 3.1339 -2.2108
8 C -1.6026 7.5569 2.9098
9 Cl 3.9717 5.1007 -2.0226
10 In 1.5187 -3.5269 2.0061
11 Cl 1.4856 -2.7693 -3.7238
12 H -3.1240 2.9600 3.8732
13 Cl -6.5343 -2.7321 3.2577
14 H -0.7936 1.7184 -3.5451
15 B 1.5901 -3.1910 -0.2374
16 Cl -0.7200 3.6192 -1.3457
17 H -1.2364 4.2319 -3.5491
18 H -1.3552 -4.6246 -1.6573
19 C -2.6099 7.2660 4.0105
20 H 3.7474 2.8022 -2.5209
21 Cl -3.4715 -3.6080 2.0141
22 H -1.3716 2.3108 2.1351
23 C -2.1428 2.5660 4.1541
24 H 0.0718 2.5970 -4.8173
25 H -1.1356 3.9267 2.8224
26 H -0.1136 -7.1778 0.8589
27 C 0.4040 -0.7970 -5.2950
28 H 6.5385 3.7895 -1.6380
29 Cl 1.5364 1.8058 -3.1665
30 H 0.4735 4.5122 -3.1787
31 H 0.7206 -6.2134 -1.8796
32 Cl -1.2909 -1.2994 -5.0748
33 Cl -2.3499 0.8184 4.4311
34 Cl 0.5271 2.4353 3.5348
35 P 0.6870 -5.8500 2.6866
36 H -2.3163 7.7276 4.9583
37 C -5.2631 -1.6342 2.6641
38 Cl 6.2178 3.3784 -3.9420
39 N -0.5131 -6.4899 1.5342
40 C -0.6945 -3.9960 -0.9189
41 H 1.4807 -5.8957 -0.0917
42 O 2.0903 -6.9210 2.6247
43 H -1.0003 -4.2800 0.1751
44 H 6.1401 2.0973 -1.9801
45 H -1.6026 8.6266 2.6787
46 H 0.6553 -0.0919 -4.4969
47 C 4.4139 3.3814 -1.8743
48 H 4.2176 3.0928 -0.8374
49 H 1.0427 -2.7377 -6.0442
50 H 0.4535 -0.2627 -6.2488
51 H -4.6091 -1.3860 3.5056
52 H 4.0733 -4.4836 3.6237
53 C 1.3557 -1.9823 -5.3167
54 C -4.4832 -2.2330 1.5048
55 H -5.7642 -0.7165 2.3408
56 H -5.1479 -2.5777 0.7066
57 H -1.8493 3.0276 5.1020
58 Cl -2.8170 5.5184 4.2874
59 H -1.3879 -6.8278 1.9915
60 Cl 0.0601 7.1352 3.3911
61 N 0.7954 -4.0606 -1.1957
62 H -1.8387 7.0107 1.9914
63 H -3.8076 -1.4820 1.0844
64 O 2.4062 -2.0728 -0.8271
65 S 3.7476 -3.1863 3.1375
66 C 1.3250 -5.4789 -1.1953
67 C -1.1355 2.8569 3.0534
68 H 2.7506 -6.5098 1.9847
69 H 2.3613 -1.6462 -5.5863
70 H 2.2936 -2.2076 -1.8320

Computed properties:
Charge: -1
E_HOMO: -3.711 eV
Gap between HOMO and LUMO: 5.4 eV

Here is 2 unconnected molecules or ions with the total composition C4H8N4O3 at a distorted geometry from the OMol25 dataset. Energies are from ωB97M-V/def2-TZVPD.

Positions of all 19 atoms, in Å:
1 N -1.3350 -2.5253 1.5139
2 C 1.5916 -0.6932 -1.3694
3 O 2.7411 1.2177 1.3765
4 H 1.5855 2.8171 1.4037
5 H 1.8799 -1.6966 -1.8879
6 H -0.9002 -1.5872 1.4558
7 N 0.6592 0.1438 -1.9082
8 N 0.9702 2.8542 0.6278
9 H -0.8756 -2.9997 2.2327
10 O -0.0443 -0.4058 -2.9640
11 N 2.2250 -0.3384 -0.2455
12 O -0.7561 1.9646 -1.8784
13 C 2.0357 0.8869 0.4184
14 H -0.6785 0.3024 -3.0451
15 C 1.0887 1.7572 -0.1084
16 H -1.2350 -3.0201 0.6719
17 H 0.2124 3.5228 0.6380
18 H 2.9837 -0.8875 0.2036
19 C 0.2079 1.3978 -1.3773

Computed properties:
E_HOMO (spin up / spin down): -7.032 / -7.033 eV
Gap between HOMO and LUMO (spin up / spin down): 7.0 / 7.0 eV
Energy relative to the best compared isomer or geometry (same formula, charge and spin): 102.28 kcal per mole

Here is 3 unconnected molecules or ions with the total composition C22H41NO15P2S at a distorted geometry from the OMol25 dataset. Energies are from ωB97M-V/def2-TZVPD.

Positions of all 82 atoms, in Å:
1 H 5.9200 2.7154 -0.3866
2 H -1.5365 0.3340 -2.6821
3 H -0.8198 -1.2331 3.8470
4 H -3.1727 2.5518 2.7899
5 O -1.7401 2.0369 -4.7786
6 C 1.4052 0.5764 -2.7385
7 H -3.1218 -0.0541 -5.0959
8 C -2.7453 -0.5718 -4.2229
9 C -0.1467 0.9344 5.5907
10 H 3.6085 2.0697 -0.1071
11 H -0.6680 -0.8286 -3.6498
12 O 0.3528 1.3191 -4.8545
13 H 8.5034 0.9601 1.0124
14 O -6.3014 0.9128 -1.1411
15 P -5.4479 1.3157 -2.2556
16 H -3.4377 -0.3832 -2.1473
17 H 7.8333 1.7470 -0.4251
18 H 6.4077 -0.3937 0.0444
19 H -2.0361 2.1700 1.4872
20 H 5.4060 -1.3922 -0.9896
21 C -2.8841 1.7899 2.0663
22 C -5.2795 -4.0725 -3.0004
23 C -0.4940 -0.7025 2.9507
24 C 3.6874 -1.0001 3.0056
25 H -5.9625 -0.7520 -3.2566
26 C -3.7659 -0.7559 -3.1113
27 H -6.9005 2.2092 -3.5326
28 H 0.9892 1.9942 4.1734
29 H -1.9823 -1.6861 -1.1230
30 O -4.0523 1.9376 -1.8160
31 C 4.8745 -1.5625 1.0351
32 C 7.8986 1.7980 0.6661
33 N -5.1727 -2.8508 -2.8919
34 H 1.1991 -0.4206 -2.3658
35 C 4.3684 1.4468 0.3746
36 H -3.7299 1.6054 1.3963
37 H -0.2357 1.8519 6.1867
38 P -2.8606 -2.7621 -1.3397
39 O -2.5428 0.6239 2.7865
40 H -1.4186 -0.7135 7.6018
41 H -3.8220 -2.6755 -0.3182
42 H -0.7148 1.9451 3.7664
43 H -2.2502 -1.1679 1.8595
44 O -6.0654 2.4897 -3.1393
45 H 5.2546 3.1930 1.1856
46 H -2.0124 -1.6591 6.2215
47 H 3.8633 -1.9121 0.8004
48 H 8.3933 2.7301 0.9581
49 H 0.0592 -1.4273 2.3457
50 H 3.9453 1.1255 1.3278
51 C -1.3908 -0.0200 -3.6989
52 H -1.3153 0.1775 1.1761
53 H 2.3966 0.8774 -2.4216
54 O 4.5446 0.3498 -0.5076
55 O -3.1086 -2.8960 -3.9798
56 H 0.7137 0.3683 5.9633
57 H 3.7304 -1.8769 3.6607
58 O -1.7848 -2.2621 -5.6810
59 O -5.4932 -5.1806 -3.1255
60 O 4.8822 -0.8621 2.2632
61 H -5.1170 0.3471 -4.3809
62 H -3.5056 2.1316 -2.5945
63 O 0.4580 0.2999 3.2630
64 O -1.3438 0.1952 5.7397
65 C -0.9405 1.1838 -4.4851
66 C -5.1251 -0.0756 -3.3795
67 O 2.0505 -0.1425 -4.9142
68 C -1.6771 -0.2647 2.1117
69 H 3.5682 -0.1078 3.6195
70 C -3.8355 -2.2992 -2.9243
71 S -1.8786 -4.4254 -1.4197
72 C -2.4598 -1.9733 -4.7425
73 H 5.5259 -2.4413 1.1279
74 C 0.1096 1.3451 4.1565
75 C 5.3825 -0.7291 -0.1211
76 C -1.2455 -0.9570 6.5486
77 H -0.2698 -1.4423 6.4473
78 H 0.6820 1.2895 -2.3540
79 C 1.3219 0.5103 -4.2335
80 H 2.8138 -1.0764 2.3527
81 C 5.5776 2.3350 0.5813
82 O 6.6284 1.6871 1.2714

Computed properties:
E_HOMO: -9.268 eV
Structure (SMILES): CC(=O)OC(=O)C[C@H]1C(=O)O[C@@](N=C=O)([PH2]=S)[C@@H]1CP(=O)(O)O.COCCOCCOC.COCCOCCOC
Gap between HOMO and LUMO: 9.1 eV

Here is 3 unconnected molecules or ions with the total composition C4H11NO4 at a distorted geometry from the OMol25 dataset. Energies are from ωB97M-V/def2-TZVPD.

Positions of all 20 atoms, in Å:
1 O 0.6036 1.3026 0.8582
2 H 0.7850 2.1366 0.4009
3 H -0.0846 0.1762 -1.8773
4 O 0.1301 0.8990 -1.2706
5 H 2.6183 -1.8929 -0.1110
6 H 0.1173 -1.0682 1.1728
7 H -2.6045 0.6989 -1.4830
8 H -2.4540 -0.7240 1.2724
9 C -2.9350 -0.0815 -0.7904
10 H -2.6983 -1.0541 -1.2327
11 C 2.4911 -0.8476 0.1617
12 C -2.3058 0.0702 0.5511
13 O 3.0513 0.0771 -0.7025
14 H 4.0122 0.1423 -0.5444
15 O 2.8062 -0.6577 1.4911
16 H -4.0353 -0.0147 -0.7579
17 H 2.5293 0.2372 1.7351
18 C 0.2179 0.3861 -0.0445
19 H -2.2339 1.0640 0.9795
20 N -0.0108 -0.8495 0.1915

Computed properties:
E_HOMO (spin up / spin down): -7.051 / -7.015 eV
Gap between HOMO and LUMO (spin up / spin down): 7.6 / 7.6 eV
Energy relative to the best compared isomer or geometry (same formula, charge and spin): 120.13 kcal per mole

Ordered energy results: -7589.09703; -601.88446; -3127.11432; -514.56140; unit Eh.